#1
{"formula": "C6H10N2", "method": "ωB97M-V with the def2-TZVPD basis set", "elements": ["C", "C", "C", "C", "C", "N", "C", "N", "H", "H", "H", "H", "H", "H", "H", "H", "H", "H"], "coordinates": [[0.58350, 1.08861, -3.18897], [0.12832, 1.10430, -1.71981], [-0.21414, -0.30126, -1.21354], [-0.08176, -0.44107, 0.29059], [-0.75328, -1.34529, 1.08535], [-0.54163, -0.90318, 2.38217], [0.25728, 0.18047, 2.32113], [0.51495, 0.50528, 1.07415], [1.10582, 2.01274, -3.43529], [1.17878, 0.21098, -3.43966], [-0.29361, 1.05074, -3.83887], [-0.78913, 1.69319, -1.69547], [0.87092, 1.55029, -1.06846], [0.43381, -1.05030, -1.67394], [-1.24849, -0.55221, -1.44761], [-0.95983, -2.40401, 1.00716], [-0.70852, -1.45546, 3.20698], [0.42450, 0.89655, 3.10967]], "mulliken_charge": [-1.1332, -0.3545, -0.6037, 0.3893, -0.4691, -0.0629, -0.2973, -0.4954, 0.3363, 0.3278, 0.2909, 0.1819, 0.4024, 0.3095, 0.2972, 0.2947, 0.2162, 0.3699], "smiles": "CCCc1c[nH]cn1", "homo_lumo_gap_ev": 9.49}

#2
{"formula": "C6H10N2", "method": "ωB97M-V with the def2-TZVPD basis set", "elements": ["C", "C", "C", "C", "C", "C", "H", "H", "H", "H", "H", "H", "H", "H", "H", "H", "N", "N"], "coordinates": [[0.73579, 0.50310, 2.07947], [-0.20110, -1.33414, -0.67345], [-1.54728, -1.00412, -0.87167], [-1.88236, 0.23758, -1.39684], [-0.84688, 1.07189, -1.77054], [0.46273, 0.64297, -1.58218], [1.83685, -0.69146, 0.86468], [2.41962, -0.62389, 2.35887], [0.54836, 0.60409, 3.15203], [1.18278, 1.43665, 1.77522], [-0.22224, 0.42928, 1.57130], [0.10292, -2.25881, -0.20265], [-2.31165, -1.72527, -0.58036], [-2.89469, 0.53578, -1.54782], [-1.02123, 2.08659, -2.14465], [1.26305, 1.32388, -1.83959], [1.55815, -0.70028, 1.84312], [0.81718, -0.53383, -1.03496]], "mulliken_charge": [-0.6944, -0.1476, -0.2865, -0.3151, -0.2825, -0.2308, 0.2607, 0.2381, 0.3512, 0.2522, 0.1963, 0.3332, 0.3473, 0.4141, 0.3401, 0.3572, -0.5605, -0.5731], "smiles": "c1ccncc1.CN", "homo_lumo_gap_ev": 10.00}

The structure with the least stability is #2.

#1
{"formula": "C6H10N2", "method": "ωB97M-V with the def2-TZVPD basis set", "elements": ["C", "C", "C", "C", "C", "C", "H", "H", "H", "H", "H", "H", "H", "H", "H", "H", "N", "N"], "coordinates": [[-0.83573, 2.07333, -0.01053], [-0.05517, -0.19029, -0.10178], [1.02826, 0.12985, 1.01004], [1.07927, -1.10983, -0.71101], [-1.35713, -0.70418, 0.18034], [-2.29426, -1.44727, 0.22932], [-0.76928, 3.16010, -0.26856], [-1.84112, 1.76344, 0.15342], [-0.38875, 2.05679, 1.07960], [-0.56341, 0.70054, -1.56306], [0.89828, -0.35009, 2.02919], [0.98783, 1.31314, 1.18435], [2.66276, 0.25542, -0.44289], [0.94735, -2.19011, -0.63148], [1.25006, -0.95988, -1.83520], [-3.06976, -2.39143, 0.27441], [-0.09683, 1.05686, -0.76717], [2.16748, -0.46652, 0.25887]], "mulliken_charge": [-0.7056, 1.5886, -0.5827, -0.7367, -1.4131, 0.0319, 0.2943, 0.3257, 0.1983, 0.3178, 0.2755, 0.2501, 0.3416, 0.3420, 0.2482, 0.3381, -0.5269, -0.5871], "smiles": "C#CC1(NC)CNC1", "homo_lumo_gap_ev": 10.25}

#2
{"formula": "C6H10N2", "method": "ωB97M-V with the def2-TZVPD basis set", "elements": ["C", "C", "C", "C", "C", "C", "N", "N", "H", "H", "H", "H", "H", "H", "H", "H", "H", "H"], "coordinates": [[0.26810, 1.46942, -0.24397], [-0.68211, -1.25808, 0.54612], [-1.08168, 0.90998, -0.67290], [-1.59371, -0.03150, 0.41505], [0.68446, -1.01462, -0.01539], [1.23204, 0.36764, 0.09144], [1.30698, -1.97657, -0.55141], [2.42837, 0.64867, 0.39081], [2.23873, -1.74792, -0.89720], [3.02101, -0.15507, 0.60846], [0.71476, 2.08848, -1.02464], [0.15307, 2.11260, 0.63425], [-0.57261, -1.54990, 1.59753], [-1.09545, -2.12283, 0.01452], [-0.98214, 0.36569, -1.61369], [-1.78802, 1.72699, -0.82695], [-2.62272, -0.35103, 0.18982], [-1.62908, 0.51805, 1.35813]], "mulliken_charge": [-0.4474, -0.5496, -0.7559, -0.5803, 0.3531, 0.3225, -0.6697, -0.6754, 0.2626, 0.2641, 0.2877, 0.2912, 0.2825, 0.3016, 0.3370, 0.3493, 0.3162, 0.3104], "smiles": "[H]/N=C1/CCCC/C1=N/[H]", "homo_lumo_gap_ev": 10.19}

The structure with the least stability is #1.